Molecular formula: C21H27NO5S
Method: DFT, the ωB97M-V functional and the def2-TZVPD basis

Structure (XYZ):
```
55
Properties=species:S:1:pos:R:3:mulliken_charge:R:1
S 2.4570 2.8183 -5.0484 1.20
O 1.8515 4.1151 -4.9095 -0.66
O -1.6465 -2.2773 2.8750 -0.42
O -2.2230 0.1995 -3.1391 -0.16
O 1.9413 -1.2762 -2.2231 -0.66
O 3.7929 2.7644 -5.5694 -0.68
N 0.5558 0.4806 -2.5005 0.48
C -0.8881 -1.0146 4.8283 -0.37
C 0.4085 -1.5205 1.7812 -0.33
C -1.7325 1.3769 -2.6987 0.47
C 0.2764 -0.9972 -0.5719 -0.20
C 2.3297 1.9410 -3.4494 -0.74
C -1.0156 -2.3744 4.1373 -0.72
C -1.0743 -1.3397 -0.5595 0.09
C 0.9947 -0.6245 -1.8234 0.42
C -2.5941 2.3863 -3.0146 -0.56
C -1.6742 -1.7575 0.6071 -0.77
C -0.3031 -1.1204 6.2358 -0.75
C 1.3229 1.7296 -5.9722 -0.97
C -3.6833 1.7820 -3.6898 -0.48
C -0.4227 1.4040 -1.9688 -1.24
C 1.1805 -1.4857 6.2524 -0.06
C 1.7395 -1.4811 7.6701 -1.42
C -3.4002 0.4543 -3.7377 -0.60
C 0.3941 1.3075 -4.8583 -0.53
C -0.9453 -1.8466 1.7971 0.82
C 1.2907 0.8487 -3.6995 -0.61
C 1.0082 -1.1160 0.6025 -1.15
H -0.5855 1.1533 -0.9149 0.67
H -0.0428 -2.8682 4.0419 0.35
H -2.7169 -2.0322 0.6279 0.47
H -1.8866 -0.5751 4.8815 0.28
H -0.0363 2.4283 -2.0154 0.23
H 1.3253 -2.4764 5.8181 0.23
H 1.6311 -0.4969 8.1204 0.36
H 1.0118 -1.5887 2.6723 0.45
H -0.1970 2.1746 -4.5600 0.28
H 1.7351 -0.7675 5.6438 0.26
H -2.4701 3.4270 -2.7962 0.53
H -1.6479 -1.2945 -1.4715 0.59
H -0.4282 -0.1567 6.7345 0.36
H -3.9291 -0.3806 -4.1517 0.49
H -0.2688 -0.3502 4.2218 0.34
H 1.8121 -0.0678 -4.0024 0.50
H 3.3045 1.5463 -3.1859 0.37
H -0.2798 0.5039 -5.1570 0.33
H -4.5491 2.2731 -4.0827 0.45
H -1.6743 -3.0224 4.7229 0.32
H 2.0072 2.6726 -2.7145 0.36
H 2.0623 -0.8821 0.5917 0.47
H -0.8656 -1.8626 6.8067 0.31
H 1.2099 -2.2008 8.2902 0.34
H 1.9057 0.9114 -6.3834 0.43
H 0.8376 2.2978 -6.7577 0.49
H 2.7948 -1.7424 7.6663 0.38
```

Properties
Multiplicity = 1
SMILES = CCCCCOc1ccc(C(=O)N(Cc2ccco2)[C@H]2CCS(=O)(=O)C2)cc1
Charge = 0
Gap between HOMO and LUMO = 9.2582 eV
ΔE to the lowest compared entry with this formula, charge and spin = 26.5 kcal per mole
LUMO energy = 0.60 eV



Molecular formula: C13H17NO
Method: DFT, the ωB97M-V functional and the def2-TZVPD basis

Structure (XYZ):
```
32
Properties=species:S:1:pos:R:3:mulliken_charge:R:1
O 0.5207 -2.0213 -1.8218 -0.57
N -1.4494 -3.3285 1.0284 -0.70
C 1.6457 0.5620 -0.7753 -0.93
C -1.1492 0.2356 0.9719 -1.78
C -2.5418 0.3150 0.4061 1.08
C 0.9830 -1.0967 1.1712 -1.89
C -2.5397 -0.2030 -1.0374 -0.53
C 0.5377 0.2795 -1.5303 -0.20
C -1.0231 -2.2620 0.9120 0.25
C 3.3792 -0.9911 0.2420 -1.31
C -0.1899 -0.9337 -1.4583 0.96
C -1.6067 -0.8477 -1.7873 -1.08
C -0.4489 -1.0626 0.8597 0.98
C -3.1487 1.6762 0.4301 -1.82
C 2.0310 -0.2125 0.3861 0.92
H 3.6373 -1.4285 1.2138 0.41
H -1.1544 0.6291 1.9681 0.64
H 2.1378 0.6176 1.1505 0.29
H 1.0286 -0.7694 2.2303 0.41
H 4.0536 -0.1177 0.0375 0.41
H 2.0480 1.5376 -1.1235 0.28
H -3.0865 -0.4450 0.9944 0.43
H 3.4360 -1.7843 -0.5343 0.22
H -4.1877 1.6304 0.6254 0.42
H 1.4195 -1.8037 -1.8500 0.41
H -2.8895 2.1624 -0.4504 0.52
H -2.7861 2.3116 1.2776 0.36
H 1.2970 -2.1021 1.1671 0.58
H -3.6382 -0.0993 -1.4399 0.18
H 0.0855 0.8988 -2.3319 0.42
H -0.5493 1.0336 0.5780 0.44
H -2.1716 -1.1895 -2.7357 0.20
```

Properties
Multiplicity = 1
Charge = 0
Gap between HOMO and LUMO (spin up / spin down) = 7.2038 / 7.2075 eV
ΔE to the lowest compared entry with this formula, charge and spin = 131.9 kcal per mole
LUMO energy (spin up / spin down) = -0.17 / -0.17 eV



Molecular formula: C7H14AlPS
Method: DFT, the ωB97M-V functional and the def2-TZVPD basis

Structure (XYZ):
```
24
Properties=species:S:1:pos:R:3:mulliken_charge:R:1
S -1.9684 0.0925 1.2011 0.06
P 0.5368 1.8480 1.2361 -0.11
Al 0.0221 -0.0311 -0.0504 -0.03
C 0.1387 -1.8552 -1.2252 -0.86
C 0.8252 0.1812 -2.1113 -0.28
C -3.4215 0.5217 2.2654 -1.11
C 1.4586 -1.5751 -0.7279 0.07
C -2.4222 -1.6114 0.8592 -1.08
C 1.8573 -0.2804 -1.2164 -0.87
C -0.2294 -0.7923 -2.1178 -0.26
H 1.7681 1.9012 1.8668 0.10
H 0.5242 3.0954 0.6139 0.07
H -0.3098 2.1290 2.3354 0.06
H -3.3277 -1.8596 1.4001 0.41
H -1.1332 -0.7465 -2.7314 0.41
H -3.3247 1.5292 2.5788 0.36
H -1.6397 -2.2723 1.2122 0.29
H -0.4124 -2.7580 -1.0586 0.53
H -3.4075 -0.1448 3.1289 0.31
H 2.0704 -2.2455 -0.0956 0.42
H -4.3097 0.4061 1.6433 0.30
H 0.8571 1.0900 -2.7153 0.44
H -2.6257 -1.7064 -0.2031 0.26
H 2.7904 0.1973 -1.0322 0.52
```

Properties
Multiplicity = 1
Charge = 0
Gap between HOMO and LUMO = 4.6854 eV
LUMO energy = 0.43 eV



Molecular formula: C4H5NO
Method: DFT, the ωB97M-V functional and the def2-TZVPD basis

Structure (XYZ):
```
11
Properties=species:S:1:pos:R:3:mulliken_charge:R:1
O 1.8931 -1.7490 0.0407 -0.57
N 2.5003 0.3992 -0.3675 -0.37
C -2.4413 0.1243 0.2415 -1.26
C 1.5913 -0.5786 -0.1013 0.01
C 0.1990 -0.1356 -0.0098 -0.22
C -0.9904 0.0335 0.0976 1.09
H -2.7304 -0.1667 1.2563 0.29
H 3.4749 0.1399 -0.3653 0.23
H -2.9198 -0.5703 -0.4562 0.28
H 2.2457 1.3727 -0.3822 0.22
H -2.8225 1.1305 0.0461 0.30
```

Properties
Multiplicity = 1
SMILES = CC#CC(N)=O
Charge = 0
Gap between HOMO and LUMO = 10.7494 eV
ΔE to the lowest compared entry with this formula, charge and spin = 26.9 kcal per mole
LUMO energy = 0.87 eV



Molecular formula: C30H27F6I2NO9P2S6Zr
Method: DFT, the ωB97M-V functional and the def2-TZVPD basis

Structure (XYZ):
```
84
Properties=species:S:1:pos:R:3:mulliken_charge:R:1
I 3.7336 -3.3676 4.3016 0.10
I 1.6191 -0.5211 4.3728 0.20
Zr 0.2519 -1.2878 1.3391 0.05
S 4.6531 -2.1542 -0.8886 -0.29
S -2.3294 -0.1730 2.5565 1.12
S 0.5727 -4.6063 1.8269 0.80
S 1.9502 -3.3998 -0.5302 -0.33
S -1.2468 -3.8987 -0.1789 1.11
S 2.7971 -1.1467 1.1370 -0.33
P -0.1739 0.1554 -1.7786 1.47
P 0.1452 2.0616 0.5252 1.09
F -3.3197 -4.3587 1.3881 -0.19
F -0.7802 -6.4166 3.1323 -0.21
F -3.7989 -3.7187 -0.6170 -0.16
F -3.1040 -5.7361 -0.2616 -0.20
F 0.3044 -5.0038 4.3673 -0.18
F -1.5171 -4.3976 3.3684 -0.17
O 0.6561 -3.1864 2.2142 -0.55
O -1.1553 -1.0500 2.9377 -0.74
O -1.1072 -3.9348 -1.5901 -0.61
O 1.7204 -5.4207 1.9142 -0.55
O 0.4857 0.8614 1.3930 0.02
O -2.2012 0.0527 1.1071 -0.71
O -2.4419 0.9874 3.3852 -0.61
O 0.3445 -0.7834 -0.7185 1.03
O -1.2822 -2.5601 0.4352 0.17
N -0.4542 -4.9305 0.6850 -0.53
C -0.7992 3.2514 1.4609 0.63
C 1.6569 2.8110 -0.0637 0.78
C -0.3803 3.4911 2.7681 -0.58
C -3.4079 -1.9973 -4.1307 -0.53
C 1.1592 0.6933 -2.8275 0.12
C -2.1196 -1.9151 -4.6380 -0.81
C 2.7938 4.3992 -1.4630 -0.71
C 3.2892 1.5923 -4.3380 -0.55
C -3.7312 -1.3816 -2.9286 -0.68
C -1.4764 -0.5753 -2.7490 0.52
C 2.8765 2.3042 0.3708 -0.40
C 4.0142 3.8861 -1.0351 -0.52
C -2.1828 5.0518 3.0434 -0.50
C 3.6109 -1.2653 4.3917 -0.86
C 1.6145 3.8656 -0.9764 -0.58
C -2.7664 -0.6775 -2.2294 -0.28
C 3.5207 0.7841 -3.2364 -0.39
C -1.9095 3.9123 0.9476 -0.35
C -0.4226 -5.1475 3.2655 0.55
C -2.9746 -4.4738 0.1088 0.29
C 4.0562 2.8466 -0.1205 -0.79
C -1.1491 -1.2056 -3.9489 -0.62
C -2.6000 4.8152 1.7419 -0.82
C -0.8364 1.6330 -0.9470 -1.99
C -1.0745 4.3907 3.5565 -0.73
C 2.4541 0.3322 -2.4716 0.62
C 1.9914 1.9522 -4.6933 -0.85
C 3.1671 -2.2788 -0.1561 0.48
C 0.9219 1.5022 -3.9406 -0.74
C -3.7279 -1.2032 2.8221 -0.87
H 2.9037 1.4644 1.0514 0.41
H -3.7513 -1.4702 3.8759 0.38
H 0.4691 2.9529 3.1723 0.34
H 4.5239 0.4849 -2.9618 0.45
H 4.1224 1.9414 -4.9346 0.42
H -3.4684 5.3256 1.3474 0.42
H -2.2520 3.7224 -0.0621 0.36
H -0.8521 2.4704 -1.6477 1.06
H -3.6228 -2.0884 2.1995 0.08
H -4.1626 -2.5571 -4.6678 0.40
H 4.0653 -0.9169 5.3103 0.51
H -1.8651 -2.4143 -5.5631 0.42
H -0.7600 4.5669 4.5762 0.43
H -4.6143 -0.6338 2.5527 0.39
H -4.7317 -1.4676 -2.5262 0.46
H 1.8181 2.5745 -5.5616 0.43
H -0.1385 -1.1572 -4.3324 0.44
H 2.7653 5.2117 -2.1770 0.43
H 0.6656 4.2744 -1.3078 0.38
H 4.9356 4.3002 -1.4239 0.42
H -1.8468 1.4212 -0.5963 0.93
H -0.0914 1.7662 -4.2251 0.50
H 4.0956 -0.8687 3.5077 0.32
H 2.6369 -0.3037 -1.6140 -0.93
H -3.0106 -0.2445 -1.2652 0.06
H -2.7288 5.7494 3.6648 0.40
H 5.0045 2.4364 0.2012 0.45
```

Properties
Multiplicity = 1
Charge = 0
Gap between HOMO and LUMO = 6.6283 eV
ΔE to the lowest compared entry with this formula, charge and spin = 21.5 kcal per mole
LUMO energy = -0.12 eV



What total energy values result from the calculations? In sequence: -1645.5349; -635.3719; -1256.9226; -285.3716; -6205.0720 Ha.